Record 1
Below is a molecular structure, C20H17F6N3O7S2Tc in a non-equilibrium geometry, with properties calculated with ωB97M-V/def2-TZVPD.

Each line ends with the Mulliken spin population.
Atoms and positions in Å:
Tc: -0.0311 -0.7006 0.1102  2.66
O: -0.1067 -1.6458 -1.6190  0.08
C: -1.0110 -1.6182 -2.5568  0.02
C: -0.7887 -2.4052 -3.7099  0.02
C: -1.6681 -2.4149 -4.7609  0.00
C: -2.8299 -1.6315 -4.7305  0.01
C: -3.0708 -0.8500 -3.6334  0.00
C: -2.1990 -0.8264 -2.5247  -0.02
C: -2.5550 0.0358 -1.4404  0.03
N: -1.9736 0.1241 -0.2970  0.03
C: -2.4432 1.0675 0.7098  0.00
C: -1.2206 1.5220 1.5175  0.01
N: -0.4880 0.2919 1.8287  -0.04
C: -0.5586 -0.1704 3.0280  0.03
C: -0.2317 -1.5112 3.4104  0.02
C: -0.1530 -1.8289 4.7776  0.00
C: 0.0483 -3.1170 5.2036  0.02
C: 0.1601 -4.1368 4.2524  0.00
C: 0.0613 -3.8635 2.9087  0.01
C: -0.1338 -2.5509 2.4441  0.03
O: -0.2558 -2.3563 1.1522  0.05
H: 0.1225 -2.9887 -3.7326  0.00
H: -1.4563 -3.0272 -5.6281  0.00
H: -3.5189 -1.6422 -5.5636  0.00
H: -3.9524 -0.2197 -3.5987  0.00
H: -3.4321 0.6632 -1.6207  0.01
H: -3.1330 0.5452 1.3816  0.00
H: -2.9617 1.9208 0.2667  0.00
H: -1.5225 2.0529 2.4217  0.00
H: -0.5879 2.1665 0.9161  0.00
H: -0.9646 0.4709 3.8100  0.00
H: -0.2499 -1.0220 5.4954  0.00
H: 0.1094 -3.3410 6.2593  0.00
H: 0.3252 -5.1562 4.5762  0.00
H: 0.1388 -4.6486 2.1681  0.00
F: 2.6870 5.9763 -0.8001  0.00
C: 2.1730 5.2434 0.1783  0.00
F: 0.8664 5.5211 0.2939  0.00
F: 2.7732 5.5663 1.3238  0.00
S: 2.3734 3.4225 -0.1145  0.00
O: 1.7301 2.8450 1.0357  0.00
O: 3.7677 3.1820 -0.2886  0.00
N: 1.5124 3.3642 -1.4575  0.00
S: 0.8284 2.0765 -2.0107  0.00
O: 0.4833 1.0767 -1.0048  -0.03
O: -0.2179 2.3947 -2.9233  0.00
C: 2.0996 1.1618 -3.0123  0.00
F: 3.1932 0.9778 -2.2888  0.00
F: 1.5867 -0.0162 -3.3581  0.00
F: 2.4090 1.8386 -4.1116  0.00
C: 2.7753 -0.6738 1.7928  0.00
C: 2.0503 -0.8544 0.4981  -0.06
O: 2.5603 -1.1124 -0.5558  0.13
H: 3.8117 -0.9951 1.6945  -0.01
H: 2.2726 -1.2150 2.5941  0.00
H: 2.7385 0.3889 2.0281  0.00

Forces on atoms 1 to 2 (eV/Å):
Tc 1.0368 -1.0496 -0.6097
O 0.0034 -0.0782 0.3309

As for the expectation value of S²: 3.7706. The total energy is -2939.65169 a.u. Its net charge is 0. The value obtained for the HOMO energy (spin up / spin down) is -0.309 / -0.309 hartree. Its spin multiplicity is 4.


Record 2
Below is C20H17N3O3S in the gas phase in a non-equilibrium geometry, with properties calculated with ωB97M-V/def2-TZVPD.

Each line ends with the Löwdin charge.
Atoms and positions in Å:
C: 4.1157 -0.2253 -3.3053  -0.06
C: 3.0737 -1.1909 -2.8275  -0.29
C: 3.4105 -2.2858 -2.0403  -0.05
C: 2.4468 -3.1755 -1.6119  -0.01
C: 1.1134 -2.9909 -1.9678  -0.26
C: 0.7621 -1.9061 -2.7593  -0.01
C: 1.7417 -1.0200 -3.1758  -0.03
H: 1.4536 -0.1729 -3.7805  0.12
H: -0.2611 -1.7265 -3.0479  0.09
O: 0.2400 -3.9397 -1.4825  -0.03
C: -1.1258 -3.8289 -1.7886  -0.11
C: -1.7764 -2.6649 -1.1211  -0.31
N: -2.3064 -1.6342 -1.6877  0.11
N: -2.7621 -0.8223 -0.7182  0.05
C: -2.4788 -1.4048 0.4085  -0.67
S: -2.8316 -0.8400 1.9937  1.03
C: -3.2839 0.8872 1.5415  -0.37
C: -2.0468 1.7066 1.3661  -0.23
C: -1.6195 2.0142 0.1204  0.07
C: -0.4166 2.7881 -0.1302  -0.46
O: 0.0229 3.0845 -1.2234  0.06
N: 0.2373 3.1973 1.0168  0.16
C: -0.1371 2.9052 2.2973  -0.18
C: 0.6225 3.3621 3.3780  -0.02
C: 0.2497 3.0515 4.6650  -0.08
C: -0.8826 2.2748 4.8974  -0.08
C: -1.6424 1.8237 3.8430  -0.04
C: -1.2956 2.1334 2.5218  -0.12
H: -2.5085 1.2125 4.0413  0.10
H: -1.1640 2.0257 5.9088  0.10
H: 0.8391 3.4064 5.4966  0.11
H: 1.5039 3.9569 3.1876  0.11
H: 1.0782 3.7445 0.8737  0.16
H: -2.1579 1.6801 -0.7530  0.12
H: -3.8526 0.8217 0.6171  0.08
H: -3.9118 1.2473 2.3539  0.08
O: -1.8556 -2.5861 0.2317  0.10
H: -1.3011 -3.7438 -2.8680  0.14
H: -1.5735 -4.7550 -1.4138  0.14
H: 2.7029 -4.0240 -0.9970  0.12
H: 4.4406 -2.4442 -1.7548  0.11
H: 3.7487 0.7967 -3.2395  0.08
H: 4.3620 -0.4256 -4.3484  0.08
H: 5.0265 -0.3132 -2.7180  0.07

Forces on atoms 1 to 2 (eV/Å):
C -0.0269 -0.0339 -0.0718
C -0.0602 0.0752 -0.0186

The total energy is -1560.51968 a.u. Its net charge is 0. The value obtained for the HOMO energy is -0.306 hartree.


Record 3
Below is 5 unconnected molecules or ions with the total composition C20H18BBrF32IO5P, with properties calculated with ωB97M-V/def2-TZVPD.

Each line ends with the Löwdin charge.
Atoms and positions in Å:
O: 1.9622 -3.5134 5.1589  -0.46
P: 1.6790 -4.9991 5.7657  0.42
I: 1.9080 -6.4902 3.8223  0.45
B: -0.2588 -5.1061 5.6310  -0.96
Br: -1.2158 -4.2668 4.2205  0.68
H: 1.3365 -3.2022 4.4797  -0.02
H: -0.8686 -5.6868 6.4638  -0.02
C: 0.9029 -0.7742 -0.4015  -0.04
C: 1.2445 -0.7505 1.0849  -0.43
C: 0.4339 -1.6561 2.0121  -0.31
F: -0.8640 -1.2878 2.0266  0.09
F: 0.9241 -1.5230 3.2713  0.07
F: 1.2193 0.5157 1.5527  0.14
F: 2.5261 -1.2195 1.1781  0.11
O: 0.0651 0.2584 -0.8680  0.04
C: -1.2880 0.1431 -0.8954  -0.54
C: -1.9427 1.2898 -0.1177  -0.28
F: -1.5171 1.2888 1.1647  0.10
F: -3.2851 1.0946 -0.1306  0.10
F: -1.7250 -1.0524 -0.4504  0.15
F: -1.6965 0.2815 -2.1837  0.14
H: 1.8462 -0.6066 -0.9132  0.12
H: 0.5408 -1.7531 -0.7185  0.16
H: 0.5188 -2.7035 1.7107  0.17
H: -1.7150 2.2459 -0.5857  0.15
C: 3.0194 3.9334 -3.2572  -0.05
C: 3.0915 2.4073 -3.3726  -0.43
C: 3.0355 1.6161 -2.0661  -0.29
F: 4.0789 1.9269 -1.2681  0.10
F: 3.1159 0.2901 -2.3601  0.08
F: 4.1658 2.0314 -4.0940  0.14
F: 1.9674 2.0245 -4.0539  0.10
O: 4.2511 4.6122 -3.3478  0.06
C: 5.0045 4.9079 -2.2525  -0.54
C: 6.4181 4.3064 -2.3454  -0.28
F: 6.3482 2.9626 -2.4232  0.10
F: 7.1004 4.6368 -1.2248  0.10
F: 4.4056 4.5596 -1.0999  0.15
F: 5.1812 6.2580 -2.2302  0.13
H: 2.4684 4.2482 -4.1427  0.15
H: 2.4449 4.2392 -2.3803  0.14
H: 2.0981 1.8100 -1.5376  0.17
H: 6.9344 4.7038 -3.2211  0.17
C: -4.3990 -7.4982 3.5319  -0.04
C: -3.0680 -8.2400 3.6647  -0.44
C: -2.0251 -8.0039 2.5694  -0.32
F: -2.4734 -8.4435 1.3746  0.10
F: -0.9065 -8.6895 2.8903  0.07
F: -3.2674 -9.5604 3.8403  0.14
F: -2.4834 -7.7408 4.8011  0.08
O: -5.4737 -8.2398 2.9999  0.05
C: -5.7490 -8.2605 1.6640  -0.54
C: -5.7777 -9.6959 1.1116  -0.28
F: -4.5812 -10.2876 1.2929  0.10
F: -6.0368 -9.6437 -0.2153  0.10
F: -4.9127 -7.4823 0.9495  0.15
F: -7.0052 -7.7719 1.4917  0.14
H: -4.6944 -7.2805 4.5577  0.15
H: -4.2612 -6.5468 3.0151  0.15
H: -1.7823 -6.9396 2.5020  0.15
H: -6.5560 -10.2711 1.6163  0.17
C: -0.9967 7.5562 -3.1568  -0.04
C: -0.9542 6.0376 -2.9936  -0.44
C: -1.2690 5.4741 -1.6050  -0.29
F: -0.3494 5.8644 -0.7032  0.10
F: -1.2295 4.1203 -1.6929  0.08
F: 0.2220 5.5388 -3.4321  0.13
F: -1.9514 5.5483 -3.7932  0.10
O: 0.2466 8.2137 -3.0942  0.05
C: 0.7568 8.6697 -1.9126  -0.54
C: 2.1395 8.0579 -1.6279  -0.28
F: 2.0341 6.7114 -1.5682  0.09
F: 2.5796 8.5088 -0.4339  0.11
F: -0.0831 8.4604 -0.8790  0.15
F: 0.9461 10.0075 -2.0262  0.14
H: -1.3489 7.7148 -4.1756  0.15
H: -1.7286 7.9933 -2.4757  0.15
H: -2.2646 5.7799 -1.2750  0.18
H: 2.8437 8.3378 -2.4133  0.18

Forces on atoms 1 to 2 (eV/Å):
O -0.0632 0.0025 -0.2001
P -0.0453 0.5034 0.1460

The total energy is -7582.82267 a.u. Its net charge is 0. The value obtained for the HOMO energy is -0.339 hartree.


Record 4
Below is a molecular structure, C20H18ClMoNO2S in a non-equilibrium geometry, with properties calculated with ωB97M-V/def2-TZVPD.

Each line ends with the Mulliken spin population.
Atoms and positions in Å:
Cl: -1.3344 -2.2142 -0.5538  0.07
C: -0.5945 1.5995 -1.6187  0.07
C: -0.3283 2.1345 -0.2963  -0.03
C: -1.3217 1.6173 0.5834  -0.05
H: 0.3927 2.9111 -0.0619  0.00
C: -2.2042 0.7415 -0.1596  -0.06
C: -1.7598 0.7780 -1.5336  0.02
H: -2.2846 0.2993 -2.3511  0.00
H: -0.0544 1.8738 -2.5258  0.01
H: -1.4413 1.8547 1.6292  0.00
C: -3.4453 0.0847 0.3646  0.01
Mo: -0.1744 -0.1037 -0.2214  1.81
C: -0.0501 -0.7744 1.7017  -0.04
O: 0.0869 -1.3123 2.7298  0.09
C: 0.7596 -1.9496 -1.1451  -0.08
O: 1.2828 -2.8664 -1.6649  0.03
H: -3.3205 -0.2155 1.4165  0.00
H: -3.7543 -0.7966 -0.2261  0.00
H: -4.2628 0.8228 0.3337  0.00
N: 1.7736 0.5292 -0.2948  0.13
S: 3.0660 -0.1699 -1.1239  0.01
C: 4.4444 0.9809 -0.8416  0.01
C: 5.3675 0.8272 0.1857  -0.01
C: 6.4103 1.7432 0.3375  0.00
C: 6.5418 2.7931 -0.5636  0.00
C: 5.6357 2.9516 -1.6210  0.00
C: 4.5833 2.0394 -1.7571  0.00
C: 3.5177 -1.5859 -0.1234  0.03
C: 3.9202 -2.7339 -0.8158  0.00
C: 4.1867 -3.9097 -0.1032  0.00
C: 4.1076 -3.8815 1.2945  0.00
C: 3.7380 -2.7311 1.9787  0.00
C: 3.4138 -1.5749 1.2664  -0.01
H: 2.1140 1.4050 0.1252  0.00
H: 5.2687 -0.0077 0.8717  0.00
H: 7.1197 1.6375 1.1485  0.00
H: 7.3644 3.5064 -0.4623  0.00
H: 5.7544 3.7761 -2.3283  0.00
H: 3.8595 2.1391 -2.5782  0.00
H: 3.9848 -2.7221 -1.9194  0.00
H: 4.4373 -4.8245 -0.6382  0.00
H: 4.3415 -4.7962 1.8425  0.00
H: 3.6878 -2.7287 3.0640  0.00
H: 3.0696 -0.6703 1.7749  0.00

Forces on atoms 1 to 2 (eV/Å):
Cl -1.0805 0.1866 0.4678
C -0.7523 0.9043 0.1464

As for the expectation value of S²: 2.0170. The total energy is -1904.11428 a.u. Its net charge is +2. The value obtained for the HOMO energy (spin up / spin down) is -0.565 / -0.567 hartree. Its spin multiplicity is 3.